{"formula": "C23H16N8O2S4W", "method": "ωB97M-V with the def2-TZVPD basis set", "symbols": ["W", "C", "N", "C", "N", "C", "N", "C", "C", "C", "C", "C", "C", "C", "N", "N", "C", "O", "C", "C", "C", "C", "C", "C", "N", "C", "N", "C", "N", "C", "H", "H", "H", "H", "H", "H", "H", "H", "H", "H", "H", "H", "H", "H", "H", "H", "O", "C", "S", "C", "C", "S", "S", "S"], "positions_angstrom": [[-0.005979, -0.519377, 2.895645], [-2.022540, -4.067759, -0.741446], [-1.910228, -3.321748, 0.527473], [-0.846852, -2.749583, 1.029910], [-1.217956, -2.002815, 2.095964], [-2.585341, -2.204824, 2.172292], [-3.020056, -2.982812, 1.233319], [-2.356704, -3.118213, -1.867091], [-3.502422, -3.305703, -2.626056], [-3.799436, -2.426185, -3.661351], [-2.975432, -1.347215, -3.922599], [-1.829231, -1.150414, -3.152034], [-1.516290, -2.046544, -2.140360], [-0.991340, 0.019955, -3.403654], [-1.151815, 0.927257, -4.298142], [-0.145149, 1.857054, -4.104190], [0.547744, 1.444457, -3.105465], [0.075423, 0.273270, -2.592554], [1.691156, 2.102909, -2.476591], [1.991799, 3.418697, -2.830719], [3.045846, 4.069030, -2.216596], [3.797428, 3.424211, -1.240183], [3.512601, 2.108873, -0.900456], [4.376598, 1.398702, 0.112009], [3.549866, 0.619693, 1.060294], [2.366291, 0.924361, 1.536217], [1.935737, -0.099550, 2.302820], [2.983208, -1.014013, 2.249102], [3.955464, -0.598701, 1.504428], [2.463966, 1.445601, -1.529587], [-2.797986, -4.814719, -0.595381], [-1.068380, -4.572964, -0.892611], [0.152816, -2.873860, 0.643487], [-3.213911, -1.761095, 2.926988], [-4.164551, -4.136400, -2.416486], [-4.688442, -2.580164, -4.256987], [-3.207662, -0.646108, -4.712652], [-0.602530, -1.893023, -1.575910], [1.388285, 3.915106, -3.578428], [3.280020, 5.089347, -2.486918], [4.611999, 3.947820, -0.755032], [4.979302, 2.100746, 0.685986], [5.043502, 0.667278, -0.342202], [1.822894, 1.829925, 1.320636], [3.001038, -1.955688, 2.776246], [2.246159, 0.406760, -1.305176], [-2.735988, 4.021731, 7.175971], [-2.310467, 3.212427, 6.431034], [-2.337514, 3.393310, 4.632561], [-1.540877, 1.890489, 4.335118], [-1.205088, 1.117835, 5.367752], [-0.368000, -0.437746, 5.065798], [-1.575143, 1.648775, 6.965029], [-1.125816, 1.351612, 2.680773]], "forces_ev_per_angstrom": [[-0.039, -0.176, -0.133], [0.002, 0.007, -0.047], [-0.056, 0.035, 0.025], [-0.016, 0.027, 0.046], [0.015, 0.064, -0.007], [-0.059, 0.022, -0.063], [0.064, -0.056, 0.012], [-0.024, -0.030, 0.005], [0.017, 0.012, -0.001], [-0.009, -0.008, -0.003], [0.000, 0.000, 0.006], [-0.011, -0.003, -0.002], [0.021, 0.039, -0.004], [-0.020, 0.005, 0.028], [0.018, -0.008, -0.019], [-0.012, 0.000, -0.004], [-0.003, 0.004, 0.014], [0.019, -0.011, -0.017], [-0.006, 0.028, -0.012], [0.001, -0.006, 0.013], [0.009, 0.008, 0.010], [-0.033, -0.007, -0.015], [0.053, 0.028, 0.019], [0.003, -0.017, -0.036], [-0.021, -0.019, 0.049], [-0.012, -0.009, -0.039], [0.154, -0.097, 0.037], [-0.047, 0.096, 0.053], [-0.030, 0.099, -0.052], [-0.024, -0.038, -0.023], [0.003, -0.004, 0.011], [0.001, -0.001, 0.015], [0.002, 0.012, -0.002], [0.013, 0.009, 0.001], [-0.001, -0.001, 0.002], [0.001, 0.001, 0.000], [0.000, -0.001, -0.001], [-0.005, -0.010, 0.009], [0.001, 0.000, -0.001], [-0.001, -0.001, -0.001], [0.004, -0.004, 0.002], [0.004, -0.011, 0.010], [-0.010, -0.013, 0.004], [0.011, 0.007, 0.005], [-0.015, 0.013, 0.020], [0.018, -0.001, 0.012], [-0.008, -0.007, -0.009], [-0.007, 0.006, 0.019], [0.029, -0.001, 0.017], [-0.019, -0.017, -0.106], [0.034, -0.082, 0.014], [-0.019, 0.117, 0.003], [0.008, 0.022, -0.024], [0.005, -0.023, 0.157]], "mulliken_charge": [0.9828, -1.0710, 0.7866, -0.1204, -0.3122, -0.2653, -0.7605, 1.0869, -0.7951, -0.7633, -0.8885, -0.1724, -0.0669, 0.6245, -0.4007, -0.4460, 0.5757, -0.2535, 0.0059, -0.9162, -0.7676, -0.9049, 0.6059, -0.7782, 0.7399, 0.0689, -0.2928, -0.3400, -0.8730, 0.0724, 0.4218, 0.2980, 0.5599, 0.4929, 0.4189, 0.4276, 0.5599, 0.5827, 0.5545, 0.4301, 0.4389, 0.4314, 0.3366, 0.5555, 0.4685, 0.7045, -0.4021, 0.5302, -0.0587, 0.1463, 0.0830, -0.1216, -0.0558, -0.1642], "gap_ha": 0.196, "total_charge": 2, "lumo_ev": -8.27, "e_homo_ev": -13.605}

=====

{"formula": "C23H17Cl2IrN4O4S3", "method": "ωB97M-V with the def2-TZVPD basis set", "symbols": ["Ir", "N", "C", "C", "C", "C", "C", "C", "S", "O", "O", "N", "C", "N", "C", "C", "C", "N", "H", "H", "H", "H", "H", "H", "H", "H", "H", "Cl", "C", "C", "C", "C", "C", "Cl", "C", "S", "H", "H", "H", "O", "C", "O", "C", "C", "C", "C", "S", "C", "C", "H", "H", "H", "H", "H"], "positions_angstrom": [[-0.230413, -0.004714, 1.557324], [3.507602, -2.292113, -5.622229], [3.061478, -1.997618, -4.371936], [2.883735, -0.664612, -3.973145], [2.421697, -0.368411, -2.709751], [2.130312, -1.404582, -1.828525], [2.303496, -2.736336, -2.201858], [2.761401, -3.028029, -3.463614], [1.564883, -1.049217, -0.242467], [0.281372, -1.745724, 0.027551], [1.292003, 0.420286, -0.141484], [2.691908, -1.527746, 0.716573], [2.604460, -1.348591, 2.040574], [3.640180, -1.827617, 2.760747], [3.654048, -1.623100, 4.053532], [2.648755, -0.926726, 4.738175], [1.611268, -0.486701, 3.974135], [1.554282, -0.699582, 2.640803], [3.795057, -1.562325, -6.247085], [3.713994, -3.237778, -5.884269], [3.116244, 0.134581, -4.665191], [2.289775, 0.658204, -2.398678], [2.085333, -3.531021, -1.500707], [2.899453, -4.059008, -3.763486], [4.502477, -2.037088, 4.588646], [2.684514, -0.756113, 5.802472], [0.774690, 0.048873, 4.406119], [-2.697317, 0.011566, -0.073241], [-3.157447, -1.630852, 0.198020], [-3.959254, -2.226549, -0.746145], [-4.399935, -3.530198, -0.547108], [-4.052372, -4.234330, 0.594565], [-3.248504, -3.640267, 1.546069], [-2.836837, -4.544800, 2.944490], [-2.755787, -2.318194, 1.373408], [-1.722184, -1.667789, 2.565473], [-4.245095, -1.675432, -1.630403], [-5.029353, -3.998101, -1.291608], [-4.400034, -5.244861, 0.753009], [-2.133690, 7.660097, -0.634168], [-1.975065, 6.418807, -1.126176], [-2.062479, 6.203532, -2.298222], [-1.708630, 5.315239, -0.137039], [-1.021705, 4.197067, -0.606827], [-0.762628, 3.135949, 0.232810], [-1.218278, 3.175497, 1.561398], [-0.983210, 1.878624, 2.678351], [-1.917248, 4.300479, 2.031046], [-2.156035, 5.362329, 1.182163], [-1.909598, 7.705055, 0.303009], [-0.698340, 4.184588, -1.638652], [-0.195863, 2.286393, -0.124295], [-2.273556, 4.318815, 3.052251], [-2.723565, 6.210145, 1.545596]], "forces_ev_per_angstrom": [[0.171, -0.008, 0.096], [-0.050, 0.013, -0.001], [0.033, -0.009, -0.033], [-0.012, 0.021, 0.010], [-0.021, -0.066, -0.007], [-0.023, 0.074, -0.041], [0.018, 0.032, -0.013], [-0.008, -0.037, 0.021], [0.049, -0.086, -0.026], [0.065, 0.002, -0.045], [-0.096, -0.068, -0.008], [-0.074, 0.032, -0.075], [0.006, 0.079, 0.174], [0.015, -0.010, -0.033], [0.033, -0.090, -0.023], [-0.048, 0.035, -0.015], [0.015, -0.017, 0.074], [-0.034, 0.053, -0.065], [0.018, -0.010, 0.002], [0.014, 0.005, 0.006], [-0.002, 0.006, 0.007], [0.005, 0.008, -0.009], [0.005, -0.010, -0.007], [-0.001, 0.000, 0.005], [0.000, 0.026, 0.015], [0.002, 0.001, 0.001], [0.004, 0.007, -0.007], [0.040, 0.057, -0.031], [-0.015, -0.153, 0.063], [0.004, 0.057, -0.037], [0.001, -0.031, 0.027], [-0.011, -0.015, -0.001], [-0.011, 0.022, -0.037], [0.000, 0.002, -0.001], [0.058, 0.054, 0.041], [-0.148, 0.003, -0.062], [0.000, 0.002, 0.002], [-0.001, 0.004, -0.004], [-0.002, 0.001, -0.006], [0.026, -0.006, 0.002], [-0.081, 0.003, 0.020], [0.036, -0.005, -0.012], [-0.005, 0.045, 0.013], [0.018, -0.030, -0.014], [-0.031, 0.055, 0.038], [-0.043, -0.018, 0.031], [0.023, 0.032, 0.032], [0.027, -0.022, -0.043], [0.007, -0.003, -0.011], [0.001, -0.002, -0.013], [0.004, -0.004, 0.002], [0.022, -0.032, -0.015], [-0.002, 0.004, 0.002], [-0.004, -0.006, 0.011]], "mulliken_charge": [1.8393, -0.4643, 1.1339, -0.8612, -0.2105, -0.3566, -0.6731, -0.8778, 1.5780, -0.6610, -0.9173, -0.4836, 0.5676, -0.6067, -0.0254, -0.8226, 0.0632, -0.3487, 0.1938, 0.1956, 0.2973, 0.4247, 0.4267, 0.2905, 0.4292, 0.3961, 0.3850, -0.1328, 0.6238, -0.7242, -0.3531, -0.6591, 0.3245, -0.1656, 0.1151, -0.2362, 0.4538, 0.3909, 0.4442, -0.4478, 0.6155, -0.5046, 0.5244, -0.8965, -0.3278, 0.9020, -0.2394, -0.8308, -0.8120, 0.3171, 0.4659, 0.4120, 0.4504, 0.3780], "gap_ha": [0.301, 0.165], "total_charge": 1, "lumo_ev": [-2.40, -6.16], "e_homo_ev": [-10.609, -10.644], "spin_multiplicity": 6}

=====

Relative energy (zero: lowest compared OMol25 entry of this formula, charge and spin)
In order: 0.0 0.0
Unit: kJ/mol
Energy
In order: -85277.25023 -98658.06593
Unit: eV